P.
# C9H13NO

A 2-piece molecular cluster, C9H13NO overall (ωB97M-V/def2-TZVPD, the OMol25 dataset).

Element x y z (Å)
C  -0.88771  -1.33591  -1.11661
C  -0.90771  -1.02059  0.32833
C  -0.70195  -2.12758  1.18359
C  -0.78425  -1.90143  2.55127
C  -1.02091  -0.65160  3.12191
C  -1.48038  0.30755  2.25621
C  -1.31156  0.17943  0.85407
H  -1.50405  -2.21160  -1.35543
H  0.15331  -1.42422  -1.50252
H  -1.28845  -0.49063  -1.70472
H  -0.37941  -3.10330  0.84624
H  -0.80099  -2.73375  3.26219
H  -1.06353  -0.46991  4.17547
H  -1.91233  1.24087  2.58722
H  -1.56451  1.02667  0.25791
C  2.04312  0.74551  -2.28930
C  1.11610  1.89851  -1.89338
N  1.79129  2.85407  -1.19218
O  -0.09423  1.75526  -1.92762
H  1.55280  -0.07688  -1.75083
H  3.09051  0.88811  -1.89026
H  1.97976  0.49515  -3.33732
H  1.21705  3.35946  -0.53269
H  2.75801  2.79680  -0.93158

Output
SMILES = Cc1ccccc1.CC(N)=O
Kohn-Sham gap = 9.64 eV
HOMO level = -8.86 eV

Q.
# C9H13NO

A 2-piece molecular cluster, C9H13NO overall (ωB97M-V/def2-TZVPD, the OMol25 dataset).

Element x y z (Å)
C  -0.41243  -2.67374  -1.95279
C  -0.46437  -1.99039  -0.62440
C  -0.00422  -2.66764  0.48960
C  -0.26343  -2.20308  1.77207
C  -0.80748  -0.93833  1.90058
C  -0.93342  -0.14447  0.77242
C  -0.88212  -0.66391  -0.51391
H  -1.42028  -2.77604  -2.34846
H  -0.03039  -3.69559  -1.91824
H  0.08476  -2.16024  -2.77561
H  0.33250  -3.68069  0.30617
H  -0.17983  -2.81836  2.65204
H  -0.92483  -0.47671  2.87276
H  -1.19778  0.90463  0.90222
H  -0.96882  -0.02094  -1.37582
C  1.47922  2.44108  -0.84091
C  1.18613  3.07377  0.48770
N  -0.09026  3.48649  0.71520
O  2.07846  3.24144  1.29386
H  2.11486  3.01298  -1.51463
H  0.55212  2.24122  -1.39561
H  1.91536  1.45773  -0.66963
H  -0.30308  3.67231  1.68230
H  -0.86067  3.37847  0.08310

Output
SMILES = Cc1ccccc1.CC(N)=O
Kohn-Sham gap = 9.88 eV
HOMO level = -9.13 eV

R.
# C9H13NO

One molecule with the formula C9H13NO (ωB97M-V/def2-TZVPD, the OMol25 dataset).

Element x y z (Å)
C  -3.20366  -1.92158  1.13370
C  -1.11481  -1.87611  0.92359
C  -1.54179  -0.76372  0.37468
C  0.65837  -0.56697  0.23953
C  -0.55421  0.23166  -0.14278
C  1.36379  -1.48829  -0.64636
C  1.44082  0.00886  1.38098
C  -0.75451  1.55160  0.66059
C  -0.86668  0.59883  -1.62810
N  -2.15093  -2.62808  1.39958
O  -2.93332  -0.73861  0.39290
H  -4.29550  -2.24313  1.24279
H  2.22352  -0.96011  -0.86706
H  0.75148  -1.68404  -1.56722
H  1.59782  -2.55945  -0.21778
H  0.96014  0.20362  2.33561
H  1.83652  1.00723  0.95823
H  2.41422  -0.61159  1.68129
H  -0.03735  2.21868  0.22829
H  -0.83251  1.37213  1.81310
H  -1.81532  1.99700  0.36400
H  -0.91512  -0.23722  -2.29025
H  -0.08664  1.30958  -1.88349
H  -1.81155  1.29908  -1.74327

Output
Kohn-Sham gap (spin up / spin down) = 8.65 / 7.66 eV
HOMO level (spin up / spin down) = -8.51 / -7.85 eV

What is the most stable structure shown above? It is Q.